This record from the Open Molecules 2025 dataset describes 4 unconnected molecules or ions with the total composition C31H62B3N3O5S in a non-equilibrium geometry. The level of theory is the ωB97M-V functional and the def2-TZVPD basis.

```
105
Properties=species:S:1:pos:R:3:forces:R:3:lowdin_charge:R:1
C 2.225293 -5.497997 4.907574 -1.4082 0.0960 0.3285 -0.150
C 2.701340 -3.953182 4.634184 0.1136 -0.1585 -0.0591 -0.259
C 1.834638 -3.160824 3.477344 0.2436 -0.5000 -0.1275 -0.227
C 0.398350 -2.543079 4.071435 0.4050 -1.2717 -1.7176 -0.173
C -0.747066 -3.686289 3.648588 0.2406 -0.3295 1.6687 -0.212
C -1.946652 -3.845507 4.754267 -1.4180 -0.0012 -0.6381 -0.219
C -2.826066 -5.251400 4.572585 -0.3771 0.2193 0.9538 -0.219
C -1.917934 -6.612123 4.676914 -0.0774 -0.0660 0.3232 -0.220
C -1.850328 -7.507240 3.303805 1.0608 -0.1528 0.2225 -0.219
C -1.098056 -6.779679 2.039159 0.5019 -0.0952 -0.2777 -0.237
C -0.942650 -7.858043 0.789934 -0.1734 0.1692 0.7175 -0.221
C -0.636306 -7.144803 -0.664087 0.9271 -0.1410 0.0163 -0.209
C 0.357209 -5.806485 -0.537250 -0.5650 -0.0530 -0.3825 -0.203
C 0.682913 -5.143359 -2.037531 -0.0579 0.3442 0.6185 -0.085
B 0.745679 -3.468795 -1.973647 0.1612 -1.0166 0.1143 -0.321
O 1.820177 -2.868609 -1.108920 -2.3261 2.9572 -2.7129 0.153
B 2.002282 -1.433248 -1.456858 -0.1167 -2.2943 -1.4544 -0.380
C 2.409628 -0.314470 -0.308410 0.2198 -0.8020 -0.2369 -0.107
S 1.572875 1.306069 -0.847733 -1.3630 4.0645 4.6893 0.829
O 2.359740 2.479537 -0.174977 -1.8928 -4.0521 -2.6480 -0.445
O 0.064924 1.349503 -0.460954 4.9172 -1.3021 -1.9450 -0.404
O 1.747243 -1.087118 -2.898124 -2.4228 -0.7371 3.7421 0.115
B 0.283161 -1.358244 -3.106063 -0.0420 -0.2777 -0.0480 -0.372
C -0.625288 -0.138347 -3.765619 -0.5500 -0.9095 -1.4087 -0.236
C 0.186040 0.352350 -5.133276 -0.5082 0.8786 0.7568 -0.091
C -2.110445 -0.680381 -4.255068 -0.6355 0.4567 0.5727 -0.226
C -3.097890 -1.098231 -2.990343 0.2061 0.3383 -0.4855 -0.125
O -0.242102 -2.689983 -2.746254 3.8446 1.8676 1.1326 0.181
H 1.251660 -5.459226 5.597178 2.0501 -0.1535 -1.4416 0.070
H 1.871060 -6.065233 3.919835 1.0605 1.2444 2.0368 0.074
H 3.012226 -6.138169 5.496451 -1.4013 1.3510 -1.3098 0.078
H 3.838035 -3.994532 4.329302 -2.2400 0.3059 0.6400 0.105
H 2.562220 -3.361850 5.641224 0.5936 -1.1162 -1.9343 0.105
H 1.624776 -3.966766 2.621911 0.2423 1.8383 1.7211 0.105
H 2.494955 -2.328155 2.956938 -1.2613 -1.5635 1.3234 0.096
H 0.488757 -2.408999 5.232638 -0.3390 -0.0943 -2.3248 0.109
H 0.184138 -1.554641 3.478008 0.3062 -1.7115 1.5782 0.102
H -1.239170 -3.460523 2.607720 1.1958 -0.5148 1.9314 0.118
H -0.144376 -4.716627 3.655449 -1.5593 2.2724 -0.3370 0.065
H -2.749700 -2.973663 4.611084 1.8470 -1.7032 0.3419 0.117
H -1.607105 -3.789206 5.872612 -0.2443 -0.1544 -2.1824 0.109
H -3.571972 -5.275074 5.503284 1.4973 0.1337 -2.0614 0.109
H -3.519340 -5.224409 3.612332 1.6611 -0.0724 1.8228 0.116
H -0.841956 -6.279908 5.072622 -2.1802 -0.9246 -1.0849 0.097
H -2.366029 -7.311435 5.524102 0.8967 1.4648 -1.7810 0.112
H -1.212808 -8.483593 3.549757 -1.3496 2.0005 -0.5100 0.120
H -2.916111 -7.889581 3.003396 1.9218 0.9377 0.5089 0.115
H -1.609528 -5.758878 1.702945 0.7967 -2.3549 0.7125 0.108
H 0.020420 -6.472858 2.323081 -2.4659 -0.6442 -0.3422 0.097
H -1.926328 -8.531482 0.760579 2.1270 1.4779 -0.1686 0.115
H -0.045306 -8.577284 1.109638 -1.9201 1.5252 -0.8908 0.120
H -1.624493 -6.856623 -1.247268 2.0280 -0.6050 1.3029 0.118
H -0.020083 -7.945464 -1.295800 -1.5033 1.7655 1.0896 0.118
H 1.355587 -6.157843 -0.020381 -2.0304 0.9777 -0.8991 0.125
H -0.181652 -4.941718 0.070373 1.2054 -2.0832 -0.8691 0.106
H -0.172895 -5.460603 -2.773457 1.8803 0.4647 1.2234 0.113
H 1.754512 -5.485892 -2.372640 -2.1867 0.3882 0.3383 0.120
H 1.959972 -0.691617 0.727563 0.8558 1.2791 -2.1974 0.136
H 3.586041 -0.144723 -0.214569 -2.6835 -0.1098 -0.2499 0.141
H 1.728372 1.443086 -2.249320 -0.1083 -0.5898 1.2321 0.110
H -0.793978 0.770129 -3.045607 0.4638 -1.7182 -1.2623 0.138
H -0.605322 0.955192 -5.771744 1.8435 -1.1481 1.1858 0.091
H 1.054787 1.084199 -4.771066 -1.7157 -1.6988 -1.1826 0.089
H 0.587670 -0.542473 -5.774442 -0.6738 1.7675 1.3445 0.098
H -2.664950 0.197042 -4.838490 1.4142 -1.9164 1.0456 0.117
H -2.016451 -1.620634 -4.946506 -0.0099 1.9436 1.1398 0.120
H -4.148504 -0.572650 -3.102236 2.1287 -1.2087 0.1847 0.081
H -3.222001 -2.262363 -3.026197 0.1564 2.3240 0.5032 0.080
H -2.630629 -0.709922 -1.984394 -0.9192 -1.0203 -1.8697 0.086
C -0.009721 4.549384 -0.318659 -0.0505 -0.1380 -0.2154 -0.113
C 0.811047 5.584183 -1.081762 -0.1311 -0.4354 0.0137 -0.275
C 0.546504 7.016433 -0.613545 -1.0760 0.1147 -0.4382 -0.219
C -0.918160 7.363529 -0.824943 -8.1262 2.1826 -1.0669 -0.149
N -2.133125 7.651492 -1.000372 9.6135 -2.3060 1.3694 0.107
H -1.084136 4.694700 -0.469209 0.0920 0.0931 0.0612 0.075
H 0.232859 3.540258 -0.666644 -0.2014 0.5533 0.2658 0.010
H 0.198074 4.598873 0.756326 -0.0238 -0.0724 -0.1148 0.086
H 0.587153 5.495235 -2.151886 0.0643 0.1345 0.1098 0.114
H 1.875305 5.356915 -0.955532 -0.2142 0.1748 -0.0789 0.072
H 1.167677 7.717823 -1.180521 -0.2415 0.0175 0.1845 0.095
H 0.793430 7.125979 0.448108 -0.1735 0.0745 -0.1820 0.105
C 6.513101 5.557275 1.456689 0.1448 0.0222 0.0226 -0.116
C 5.231766 5.166147 2.186069 0.3480 0.1951 0.1469 -0.273
C 4.046728 4.963379 1.239960 -0.0744 1.0203 -0.3283 -0.191
C 3.759073 6.255532 0.492966 -1.7245 7.0961 -4.2477 -0.145
N 3.520396 7.327430 -0.126638 2.0694 -8.4532 4.9926 0.133
H 6.406825 6.515584 0.938523 -0.0445 -0.1420 0.0202 0.070
H 7.338154 5.663203 2.168266 -0.0923 -0.0534 -0.1211 0.073
H 6.793382 4.795696 0.720035 -0.0169 0.1177 0.0791 0.077
H 4.991508 5.943138 2.922118 -0.0614 -0.1750 -0.0959 0.113
H 5.408494 4.239141 2.742538 -0.1835 0.0727 -0.0887 0.110
H 3.157626 4.671290 1.808683 -0.0015 0.1169 -0.2857 0.116
H 4.263129 4.169391 0.516888 -0.1741 0.2158 -0.0182 0.103
C -3.897153 7.961669 -3.991745 0.0244 -0.0383 0.0925 -0.129
C -3.791024 9.016548 -5.088451 0.2020 -0.4044 0.0490 -0.281
C -4.942933 10.022938 -5.059541 -0.8104 -0.6810 -0.2905 -0.201
C -6.263366 9.298051 -5.263014 -7.5613 -3.7797 -1.1179 -0.169
N -7.358703 8.696751 -5.431876 8.7520 4.7479 1.3266 0.096
H -4.799127 7.351676 -4.103543 0.0482 0.1339 -0.0116 0.069
H -3.039437 7.282790 -4.033249 -0.1043 0.1440 0.1007 0.067
H -3.916105 8.427420 -2.999810 0.0564 -0.1653 -0.1431 0.058
H -3.760952 8.513352 -6.062667 -0.0352 0.2092 0.0718 0.109
H -2.843105 9.553785 -4.974187 -0.1739 0.0655 -0.0617 0.108
H -4.813760 10.764753 -5.854710 -0.2467 -0.1061 0.0973 0.109
H -4.966635 10.553202 -4.101242 -0.1597 -0.1395 -0.1204 0.115
```
Forces are in eV/Å.

Calculated values
Largest force on an atom ... 0.195 hartree/bohr
Electronic energy ... -2231.37550 hartree

---

This record from the Open Molecules 2025 dataset describes a single C18H23NO3 molecule in a non-equilibrium geometry. The level of theory is the ωB97M-V functional and the def2-TZVPD basis.

```
45
Properties=species:S:1:pos:R:3:forces:R:3:lowdin_charge:R:1
C 3.838732 3.517147 -4.993930 -0.1478 0.0655 0.1846 -0.117
C 2.822344 3.160753 -3.917100 0.1745 -0.1681 -0.2538 -0.258
C 2.465065 1.669860 -3.945847 -0.0513 0.3388 0.1697 -0.181
C 1.458242 1.345447 -2.879146 0.1276 -0.1463 -0.1013 -0.238
C 0.091805 1.507943 -3.146855 0.0057 -0.0360 0.0960 -0.034
C -0.879913 1.267240 -2.198124 -0.2440 -0.0471 0.2597 0.016
C -0.449703 0.853199 -0.947537 0.9888 0.0042 -0.2584 -0.197
O -1.208312 0.551462 0.130076 -0.4005 0.1016 0.0319 0.076
C -0.341446 0.196049 1.134279 1.1910 0.1218 -0.3444 -0.095
C -0.827661 -0.138424 2.488452 -0.3318 0.1034 0.2255 -0.369
O -0.122870 0.104749 3.459672 0.2336 0.0515 -0.1174 0.060
N -2.063647 -0.682629 2.627113 0.0095 0.1111 0.0764 -0.044
C -2.817656 -1.351781 1.592172 -0.0407 -0.3288 -0.4875 -0.130
C -2.471667 -2.848755 1.583913 0.0746 -0.0161 0.2602 -0.094
C -2.150304 -3.336787 3.003851 -0.0938 0.4510 0.1021 -0.392
O -2.468437 -4.710348 3.058625 -0.0755 -0.3556 0.0182 -0.028
C -2.951494 -2.512733 4.018787 0.2087 -0.1199 -0.2656 -0.117
C -2.495454 -1.050390 3.965302 0.0443 0.1063 0.5002 -0.130
C 0.962176 0.269914 0.721638 -0.6640 -0.1640 0.4015 -0.131
C 2.194501 -0.031947 1.493056 -0.0548 -0.0415 0.0951 -0.016
C 0.914191 0.685771 -0.648510 -0.7428 0.1185 -0.1688 -0.101
C 1.873427 0.936416 -1.627009 -0.1847 -0.0229 0.0554 0.037
H 3.443738 3.291552 -5.982278 0.0083 -0.0110 -0.1335 0.071
H 4.080690 4.576637 -4.954876 0.0837 0.0857 -0.0717 0.067
H 4.756945 2.950191 -4.855620 0.1230 -0.0409 -0.0337 0.071
H 1.913123 3.748659 -4.060247 -0.0325 0.0228 0.0885 0.110
H 3.225339 3.411025 -2.933326 -0.0799 0.0263 0.0502 0.111
H 3.372830 1.083172 -3.791650 0.0098 -0.0522 -0.0666 0.116
H 2.060672 1.419321 -4.928790 0.0510 -0.0618 -0.0403 0.116
H -0.206857 1.829770 -4.133766 -0.0434 0.0296 -0.1182 0.114
H -1.929047 1.392729 -2.413417 -0.1227 0.0195 -0.0499 0.117
H -3.877495 -1.206033 1.819344 0.0456 0.0136 -0.0595 0.131
H -2.620553 -0.908075 0.620565 -0.1498 -0.0514 0.1592 0.114
H -1.617177 -3.040328 0.934664 -0.0064 -0.0040 -0.0711 0.118
H -3.315249 -3.430160 1.211488 -0.0280 -0.0358 -0.0319 0.122
H -1.076865 -3.194211 3.211222 -0.1407 0.0231 -0.0484 0.155
H -2.262454 -5.047024 3.937282 0.0195 0.0280 -0.0510 0.093
H -2.800684 -2.904566 5.026648 -0.0419 0.0079 0.0104 0.118
H -4.012553 -2.606531 3.780488 -0.0382 -0.0633 0.0129 0.120
H -3.310521 -0.386200 4.274126 0.0782 -0.0317 0.0400 0.129
H -1.643353 -0.883672 4.628674 -0.2224 -0.0183 -0.0794 0.119
H 1.945568 -0.235899 2.529420 0.1032 -0.0070 0.0144 0.069
H 2.872187 0.819394 1.452650 0.1035 0.0415 0.0315 0.090
H 2.707000 -0.891874 1.061347 0.0852 -0.0291 -0.0250 0.089
H 2.922796 0.809971 -1.406830 0.1685 -0.0190 -0.0063 0.123
```
Forces are in eV/Å.

Calculated values
Largest force on an atom ... 0.024 hartree/bohr
Energy above the lowest of the compared OMol25 structures with the same formula, charge and spin ... 120.3 kJ/mol
Electronic energy ... -980.19182 hartree

---

This record from the Open Molecules 2025 dataset describes a single C8H12 molecule in a non-equilibrium geometry. The level of theory is the ωB97M-V functional and the def2-TZVPD basis.

```
20
Properties=species:S:1:pos:R:3:forces:R:3:lowdin_charge:R:1
C -0.164346 -2.664964 0.872170 -4.3227 -2.3705 2.6852 0.065
C -0.530141 -1.452955 1.048350 0.0685 2.7740 -1.3184 -0.230
C -1.549993 -0.455906 1.188502 0.4303 0.8307 2.9583 -0.092
C -0.188985 0.005103 0.811614 1.6217 0.9380 -0.9829 -0.177
C -0.074720 0.820789 -0.481055 0.0529 -2.2974 -1.7726 -0.206
C -1.331969 0.821049 -1.370745 2.7028 1.7969 0.3212 -0.048
C 1.110243 1.178655 -1.016640 -1.0111 -0.9987 4.8759 -0.108
C 2.346098 1.103355 -0.135872 -0.4147 -1.7463 -2.7443 -0.080
H -0.864998 -3.463237 1.304915 1.1311 0.9310 -0.9232 0.100
H 0.679848 -2.954094 0.441162 3.6263 -1.1304 -1.6366 0.013
H -1.925049 0.019536 2.056357 -0.3351 -0.3972 1.5170 0.102
H -2.307024 -0.428620 0.496758 -1.3076 -0.1074 -2.0190 0.077
H 0.592560 0.291940 1.564959 -1.6468 0.0781 -0.1727 0.141
H -1.758852 -0.089220 -1.550654 -0.6189 -2.9017 -0.4243 0.042
H -1.044161 1.233463 -2.335783 -0.3296 0.3303 0.0214 0.082
H -2.110806 1.340668 -0.897943 -1.0671 1.3718 0.4501 0.062
H 1.248943 1.536556 -1.954302 -0.0320 1.2904 -2.7282 0.064
H 3.073464 0.678679 -0.864137 0.2957 0.2720 1.0109 0.087
H 2.173662 0.407033 0.670314 0.4668 0.1206 0.2055 0.050
H 2.626227 2.072169 0.152029 0.6896 1.2160 0.6767 0.055
```
Forces are in eV/Å.

Calculated values
Largest force on an atom ... 0.109 hartree/bohr
Energy above the lowest of the compared OMol25 structures with the same formula, charge and spin ... 289.7 kJ/mol
Electronic energy ... -311.87605 hartree

---

Question: Number 1 is which compound?
Answer: C31H62B3N3O5S

---

Question: largest force on an atom of number 3 (C8H12)?
Answer: 0.109 hartree/bohr

---

Copy entry 3 word for word.
This record from the Open Molecules 2025 dataset describes a single C8H12 molecule in a non-equilibrium geometry. The level of theory is the ωB97M-V functional and the def2-TZVPD basis.

```
20
Properties=species:S:1:pos:R:3:forces:R:3:lowdin_charge:R:1
C -0.164346 -2.664964 0.872170 -4.3227 -2.3705 2.6852 0.065
C -0.530141 -1.452955 1.048350 0.0685 2.7740 -1.3184 -0.230
C -1.549993 -0.455906 1.188502 0.4303 0.8307 2.9583 -0.092
C -0.188985 0.005103 0.811614 1.6217 0.9380 -0.9829 -0.177
C -0.074720 0.820789 -0.481055 0.0529 -2.2974 -1.7726 -0.206
C -1.331969 0.821049 -1.370745 2.7028 1.7969 0.3212 -0.048
C 1.110243 1.178655 -1.016640 -1.0111 -0.9987 4.8759 -0.108
C 2.346098 1.103355 -0.135872 -0.4147 -1.7463 -2.7443 -0.080
H -0.864998 -3.463237 1.304915 1.1311 0.9310 -0.9232 0.100
H 0.679848 -2.954094 0.441162 3.6263 -1.1304 -1.6366 0.013
H -1.925049 0.019536 2.056357 -0.3351 -0.3972 1.5170 0.102
H -2.307024 -0.428620 0.496758 -1.3076 -0.1074 -2.0190 0.077
H 0.592560 0.291940 1.564959 -1.6468 0.0781 -0.1727 0.141
H -1.758852 -0.089220 -1.550654 -0.6189 -2.9017 -0.4243 0.042
H -1.044161 1.233463 -2.335783 -0.3296 0.3303 0.0214 0.082
H -2.110806 1.340668 -0.897943 -1.0671 1.3718 0.4501 0.062
H 1.248943 1.536556 -1.954302 -0.0320 1.2904 -2.7282 0.064
H 3.073464 0.678679 -0.864137 0.2957 0.2720 1.0109 0.087
H 2.173662 0.407033 0.670314 0.4668 0.1206 0.2055 0.050
H 2.626227 2.072169 0.152029 0.6896 1.2160 0.6767 0.055
```
Forces are in eV/Å.

Calculated values
Largest force on an atom ... 0.109 hartree/bohr
Energy above the lowest of the compared OMol25 structures with the same formula, charge and spin ... 289.7 kJ/mol
Electronic energy ... -311.87605 hartree